Record 1
ORCA calculation (ωB97M-V/def2-TZVPD) on a molecular structure, C16H23B2F10N8O13S2V2 in a non-equilibrium geometry.

Summary:
HOMO level (spin up / spin down) in eV: -3.09 / -3.11
Kohn-Sham gap (spin up / spin down) in eV: 6.04 / 6.06
E_tot in eV: -157090.484

ORCA input file:
```
! RIJCOSX wB97M-V def2-TZVPD def2/J DEFGRID3
* xyz -2 2
O -0.83956 4.36878 0.00418
V 0.44998 3.51851 -0.33963
O 1.73486 4.32253 0.30360
O -1.45664 -2.78979 -0.35171
V -0.90025 -1.50508 -1.19461
B 1.46701 -2.15051 -2.48153
F 0.50374 -3.07915 -2.10704
F 2.68716 -2.59893 -2.16509
F 1.34218 -1.91990 -3.81851
F 1.14986 -0.98766 -1.76803
B -1.21118 1.61734 -2.66237
F -0.38917 2.41294 -2.02467
F -0.78205 1.36907 -3.95320
F -1.19027 0.44954 -2.07299
F -2.53123 2.09009 -2.85967
N -4.78967 -0.58312 -2.46396
S -5.42548 -1.99307 -2.16604
O -6.84140 -1.91270 -1.87191
O -4.69735 -2.91524 -1.27633
F -5.39736 -2.70440 -3.58429
S -4.40817 -0.36452 -0.81248
O -2.99075 -0.71026 -0.48891
O -5.43980 -0.35089 0.21357
F -4.33833 1.22677 -0.91582
O -2.70933 -0.58375 -4.56454
C -2.03590 -1.71830 -4.23427
O -1.38953 -2.27750 -5.07673
O -2.00659 -2.06831 -3.05394
H -2.31854 -0.43913 -5.42939
O 0.73114 0.44314 2.40065
C 0.15017 0.46429 1.19702
O -0.11639 1.61071 0.75732
O -0.16072 -0.56206 0.55811
H 0.69976 1.36641 2.66174
C -1.40722 -1.01952 4.92657
C -0.33626 -1.76268 5.53395
N 0.56346 -2.21070 6.05146
H -0.91544 -0.19803 4.40561
H -2.06849 -0.59086 5.67963
H -1.90546 -1.79200 4.34080
C -0.57872 -7.79468 1.83843
C -0.87025 -6.40065 1.59510
N -1.12393 -5.26849 1.41650
H -0.81194 -8.08299 2.86342
H 0.46328 -8.03527 1.62761
H -1.23015 -8.22848 1.07978
C 3.89764 1.98826 1.90944
C 5.25077 1.53816 1.74140
N 6.35708 1.18109 1.57312
H 3.91609 3.05642 1.69314
H 3.66822 1.73367 2.94416
H 3.18383 1.53643 1.22065
C 4.29902 0.40686 -2.54974
C 3.46332 1.36317 -1.81338
N 2.91485 2.22251 -1.28471
H 3.85280 0.33979 -3.54196
H 4.49159 -0.57276 -2.11228
H 5.33504 0.68068 -2.74925
C -0.39667 4.72232 -4.76159
C 0.22154 4.76270 -3.40697
N 0.72825 4.79519 -2.36587
H 0.32114 5.14285 -5.46588
H -1.31440 5.31029 -4.77486
H -0.67002 3.74015 -5.14722
C -1.34824 4.20644 4.07697
C -0.06858 3.73483 3.66001
N 0.93034 3.29187 3.32911
H -1.70847 4.84624 3.27137
H -1.29206 4.89581 4.91942
H -2.03746 3.39772 4.32000
C 3.14779 -1.59150 2.82973
C 3.40032 -0.83909 4.01816
N 3.65303 -0.19465 4.98194
H 4.16015 -1.73978 2.45393
H 2.54737 -1.09261 2.06900
H 2.76664 -2.52452 3.24481
*
```

***

Record 2
ORCA calculation (ωB97M-V/def2-TZVPD) on C14H19ClF3N3O in the gas phase.

Summary:
ΔE to the lowest compared entry with this formula, charge and spin in eV: 0.0405
SMILES: CN(C)CCCNC(=O)CCc1ncc(C(F)(F)F)cc1Cl
HOMO level in eV: -8.63
Kohn-Sham gap in eV: 8.81
E_tot in eV: -42020.258

ORCA input file:
```
! RIJCOSX wB97M-V def2-TZVPD def2/J DEFGRID3
* xyz 0 1
C -1.56572 0.99227 2.45450
N -0.33205 1.73296 2.29243
C -0.15167 2.66896 3.38228
C -0.23775 2.37509 0.99088
C 0.15645 1.35551 -0.07531
C 0.45433 1.98691 -1.43601
N 0.79536 0.96129 -2.39762
C -0.13445 0.41978 -3.21851
O -1.22754 0.90997 -3.40424
C 0.30234 -0.88283 -3.87624
C -0.39838 -2.03230 -3.13890
C -0.03153 -2.07768 -1.68646
N 1.22796 -1.81334 -1.36813
C 1.61907 -1.82281 -0.11022
C 0.74891 -2.08634 0.94080
C 1.24104 -2.08095 2.35972
F 1.80133 -3.26171 2.69373
F 0.26645 -1.86464 3.24963
F 2.18136 -1.15081 2.56890
C -0.57589 -2.37810 0.64467
C -0.96726 -2.38137 -0.68552
Cl -2.60500 -2.74800 -1.06786
H -1.67810 0.27944 1.64057
H -1.52382 0.43804 3.39088
H -2.45186 1.64691 2.46931
H 0.82026 3.15021 3.28637
H -0.17329 2.12001 4.32236
H -0.93115 3.44661 3.41318
H 0.54407 3.13661 1.04596
H -1.17867 2.87547 0.70518
H -0.64482 0.62727 -0.21239
H 1.04089 0.82253 0.28116
H 1.28096 2.69825 -1.35991
H -0.42986 2.50096 -1.81878
H 1.61689 0.41235 -2.19172
H -0.02552 -0.88153 -4.91542
H 1.38223 -1.00661 -3.82977
H -0.11480 -2.98368 -3.59719
H -1.47768 -1.91362 -3.23856
H 2.66277 -1.60100 0.06665
H -1.28590 -2.59008 1.42956
*
```

***

Record 3
ORCA calculation (ωB97M-V/def2-TZVPD) on a molecular structure, C2H7NO7PS2Tm in a non-equilibrium geometry.

Summary:
HOMO level (spin up / spin down) in eV: -17.12 / -16.21
Kohn-Sham gap (spin up / spin down) in eV: 8.52 / 5.20
E_tot in eV: -78477.840

ORCA input file:
```
! RIJCOSX wB97M-V def2-TZVPD def2/J DEFGRID3
* xyz 2 3
C 3.68232 0.38830 1.07450
C 2.55050 0.61537 -0.00567
O 2.22087 -0.69596 -0.55436
S 0.67543 -0.82907 -1.03913
O 0.46466 -0.06516 -2.37118
O 0.46734 -2.25894 -1.35458
N -0.38959 -0.27386 0.13274
S -1.90628 -0.98714 -0.03576
O -1.93287 -2.18484 0.83697
O -2.34061 -1.32424 -1.42927
P -3.25738 0.46121 0.92945
O -4.73218 -0.21466 1.17804
O -3.35040 1.84495 0.04213
H 3.62936 1.23656 1.79328
H 3.53168 -0.58347 1.58976
H 4.68373 0.41934 0.60445
H 2.96193 1.32745 -0.74806
H 1.71410 1.11523 0.52191
H -4.62684 -0.78138 1.97453
H -3.11498 2.59590 0.62152
Tm -0.93079 0.19443 -3.76126
*
```

***

Record 4
ORCA calculation (ωB97M-V/def2-TZVPD) on a molecular structure, C5H9MgO3Pm in a non-equilibrium geometry.

Summary:
ΔE to the lowest compared entry with this formula, charge and spin in eV: 0.0000
HOMO level (spin up / spin down) in eV: -8.99 / -8.98
Kohn-Sham gap (spin up / spin down) in eV: 4.87 / 4.86
E_tot in eV: -33463.031

ORCA input file:
```
! RIJCOSX wB97M-V def2-TZVPD def2/J DEFGRID3
* xyz 1 6
O 2.65971 0.34831 -0.26485
Pm 4.31160 2.29752 0.40175
C 2.40818 -2.02188 -0.23892
C 2.05578 -0.75687 0.05099
O 0.79983 -0.43941 0.58508
C -0.35541 -1.14378 0.13773
C -1.52652 -0.21886 0.36608
O -1.19400 1.04877 -0.19640
C -2.30664 1.92618 -0.33228
Mg 0.78338 1.73065 0.25880
H 2.77139 -2.24902 -1.23840
H 2.23473 -2.80744 0.49369
H -0.48413 -2.07248 0.70907
H -0.25322 -1.38738 -0.92894
H -1.73586 -0.09253 1.43987
H -2.42071 -0.62614 -0.12704
H -1.92703 2.88456 -0.70299
H -3.02201 1.50787 -1.05342
H -2.79905 2.07194 0.64019
*
```

***

Record 5
ORCA calculation (ωB97M-V/def2-TZVPD) on C4H6N2O in the gas phase.

Summary:
ΔE to the lowest compared entry with this formula, charge and spin in eV: 0.9568
SMILES: Nc1[nH]ccc1O
HOMO level in eV: -7.86
Kohn-Sham gap in eV: 8.75
E_tot in eV: -9272.545

ORCA input file:
```
! RIJCOSX wB97M-V def2-TZVPD def2/J DEFGRID3
* xyz 0 1
N 0.12088 -0.54362 2.01839
C 0.16505 -0.22565 0.64329
N 1.14743 -0.74307 -0.16517
C 0.97204 -0.31322 -1.45091
C -0.13279 0.50441 -1.48223
C -0.63958 0.55196 -0.15346
O -1.72862 1.24503 0.32465
H -0.84339 -0.68569 2.30171
H 0.47455 0.22666 2.57927
H 1.83337 -1.40294 0.16255
H 1.64522 -0.61481 -2.24076
H -0.51876 1.03061 -2.34592
H -2.49540 0.97032 -0.19140
*
```

***

Record 6
ORCA calculation (ωB97M-V/def2-TZVPD) on 4 unconnected molecules or ions with the total composition C29H66INO14P3 in a non-equilibrium geometry.

Summary:
ΔE to the lowest compared entry with this formula, charge and spin in eV: 0.0000
HOMO level (spin up / spin down) in eV: -8.27 / -8.79
Kohn-Sham gap (spin up / spin down) in eV: 7.70 / 8.22
E_tot in eV: -97266.035

ORCA input file:
```
! RIJCOSX wB97M-V def2-TZVPD def2/J DEFGRID3
* xyz 0 2
C 1.40215 3.03443 3.43567
C 0.73500 2.37164 2.21581
O -0.32440 1.47056 2.52233
C -1.48569 2.01117 3.06293
I -1.41858 1.87508 5.28308
C -1.80635 3.45312 2.66200
C -3.28019 3.92563 2.80840
C -3.47385 4.76952 4.08152
C -3.56337 4.91129 1.65058
N -4.27316 2.82409 2.85584
O -4.62300 2.48176 4.04146
C -3.86941 1.64988 2.05685
C -5.01693 0.60964 2.20601
C -3.72642 1.92095 0.54840
C -2.60883 1.00434 2.65388
H 0.73759 3.66899 4.01351
H 1.83742 2.26564 4.07023
H 2.21508 3.65078 3.04655
H 1.51890 1.75300 1.77457
H 0.50384 3.08699 1.42496
H -1.21799 4.13486 3.27618
H -1.49143 3.65983 1.63922
H -4.52557 4.98571 4.25437
H -2.95107 5.71724 3.94930
H -3.07367 4.28790 4.96796
H -3.07993 5.86406 1.84328
H -4.63840 5.02571 1.50960
H -3.18462 4.52709 0.70265
H -5.94873 1.17281 2.28777
H -5.10879 -0.02926 1.33275
H -4.91666 0.05244 3.13133
H -2.71336 2.22550 0.28620
H -4.47520 2.65262 0.24811
H -3.93472 1.00460 0.00326
H -2.19931 0.34025 1.89113
H -2.88548 0.37344 3.48984
O 1.54984 1.07693 -2.12046
P 1.91203 0.08102 -3.16967
O 0.55579 -0.01234 -4.07439
C 0.24070 1.05828 -4.96441
C 1.12470 1.05868 -6.20034
O 1.68684 -1.26555 -2.24933
C 1.68933 -1.19627 -0.82130
C 0.27087 -1.08015 -0.30030
O 2.72538 -0.89084 -4.24641
C 4.16032 -0.82412 -4.34200
C 4.82312 -1.31578 -3.07908
H 0.31690 2.01499 -4.43827
H -0.80020 0.92183 -5.25533
H 2.16066 1.29657 -5.94367
H 0.77681 1.79975 -6.92083
H 1.12541 0.07653 -6.67177
H 2.30459 -0.36996 -0.46447
H 2.14205 -2.11755 -0.44798
H -0.26413 -0.25429 -0.76921
H 0.26650 -0.92962 0.78138
H -0.28709 -1.99001 -0.52842
H 4.46185 0.20126 -4.57150
H 4.45324 -1.44810 -5.18538
H 4.60713 -0.64883 -2.23836
H 5.90562 -1.35545 -3.20544
H 4.46031 -2.30610 -2.80680
O -7.31619 -2.89227 -2.57502
P -7.42730 -3.90318 -1.49612
O -7.61247 -3.04887 -0.12219
C -8.84484 -2.35489 0.09273
C -9.96356 -3.31056 0.47262
O -5.86376 -4.35216 -1.32433
C -4.88719 -4.06512 -2.32511
C -4.11754 -2.80518 -1.98357
O -7.88532 -5.32852 -0.82493
C -8.42658 -6.35150 -1.69129
C -7.40071 -6.86487 -2.68337
H -9.11273 -1.78118 -0.79951
H -8.67280 -1.64548 0.90117
H -10.22254 -3.96550 -0.36311
H -10.85952 -2.75873 0.75948
H -9.65761 -3.94871 1.30080
H -5.34685 -3.99010 -3.31045
H -4.20421 -4.91688 -2.35361
H -4.79260 -1.96953 -1.79849
H -3.43699 -2.53483 -2.79254
H -3.53415 -2.95462 -1.07359
H -9.30386 -5.95961 -2.21278
H -8.76270 -7.15965 -1.04401
H -7.11630 -6.08764 -3.39862
H -7.80298 -7.70750 -3.24605
H -6.49325 -7.17920 -2.16949
O 8.12438 0.91353 2.77394
P 8.62564 0.94817 1.38506
O 8.80105 2.50088 0.97030
C 9.80409 3.28303 1.62489
C 11.20443 2.94525 1.14312
O 7.30805 0.57267 0.50291
C 6.13985 0.02161 1.10869
C 5.11616 1.10015 1.38279
O 9.61697 0.33696 0.24396
C 10.24311 -0.94121 0.50117
C 9.23226 -2.06873 0.58322
H 9.72876 3.15204 2.70807
H 9.57761 4.32419 1.39993
H 11.49336 1.93669 1.44830
H 11.93099 3.64475 1.55758
H 11.25549 2.98146 0.05534
H 6.38985 -0.52726 2.01617
H 5.71738 -0.69882 0.40351
H 5.55577 1.91691 1.95548
H 4.25796 0.70838 1.93197
H 4.75827 1.53099 0.44534
H 10.82769 -0.88059 1.42276
H 10.93795 -1.11620 -0.31823
H 8.58042 -1.95494 1.45391
H 9.73944 -3.02992 0.66734
H 8.59417 -2.07779 -0.29985
*
```

***

Record 7
ORCA calculation (ωB97M-V/def2-TZVPD) on 2 unconnected molecules or ions with the total composition C3H10NO2 in a non-equilibrium geometry.

Summary:
ΔE to the lowest compared entry with this formula, charge and spin in eV: 1.2569
HOMO level (spin up / spin down) in eV: -20.32 / -20.32
Kohn-Sham gap (spin up / spin down) in eV: 9.41 / 5.76
E_tot in eV: -8836.461

ORCA input file:
```
! RIJCOSX wB97M-V def2-TZVPD def2/J DEFGRID3
* xyz 2 2
O -1.46277 0.75476 1.16607
C -0.84796 -0.27119 1.13795
C -0.27084 -0.90388 -0.13590
C -1.31447 -1.70809 -0.91930
N 0.36913 0.30970 -0.93296
H -0.60870 -0.73731 2.12870
H 0.69130 -1.41749 0.01643
H -1.72552 -1.04500 -1.67904
H -2.15423 -2.25121 -0.51747
H -0.75223 -2.48822 -1.45955
H -0.32473 1.03697 -1.13500
H 0.60136 -0.09326 -1.85355
H 1.31458 0.61447 -0.54946
H 3.33919 1.47011 -0.44206
H 2.69480 2.06959 0.88652
O 2.58749 1.44357 0.16620
*
```

***

Record 8
ORCA calculation (ωB97M-V/def2-TZVPD) on C6H10N2 in the gas phase in a non-equilibrium geometry.

Summary:
ΔE to the lowest compared entry with this formula, charge and spin in eV: 2.0021
SMILES: [H]/N=C/[C@@H](C)C(=C)N=C
HOMO level in eV: -9.09
Kohn-Sham gap in eV: 10.11
E_tot in eV: -9362.435

ORCA input file:
```
! RIJCOSX wB97M-V def2-TZVPD def2/J DEFGRID3
* xyz 0 1
H -3.34914 0.68370 -1.15240
N -2.33845 0.86511 -1.17303
C -1.76137 0.33828 -0.15007
C -0.21994 0.53866 0.10810
C -0.04089 1.17335 1.48169
C 0.50446 -0.76949 -0.02504
C 0.01393 -2.01231 -0.02573
N 1.94619 -0.61372 -0.03435
C 2.43794 -0.16753 -1.13542
H -2.33549 -0.24167 0.59296
H 0.11747 1.23521 -0.66840
H -0.70564 2.03526 1.60317
H -0.26682 0.46299 2.28416
H 0.98999 1.51728 1.61529
H -1.04435 -2.23694 0.01145
H 0.69117 -2.86080 -0.07302
H 3.53006 -0.06366 -1.24396
H 1.83090 0.11628 -2.01540
*
```